133
Properties=species:S:1:pos:R:3 method="wB97M-V/def2-TZVPD" spin_multiplicity=1 e_homo_ha=-0.3182 homo_lumo_gap_ev=9.0 fmax_ev_per_a=2.69 smiles="CCOCCOP(Cl)CCCCNC(C)=O.CCCC#N.CCCC#N.CCCC#N.CCCC#N.CCCC#N.CCCC#N.CCCC#N.CCCC#N"
C 1.26 3.46 0.26
C 1.20 1.95 0.41
O 2.51 1.39 0.42
C 2.54 0.11 0.97
C 2.06 -0.98 0.03
O 0.64 -1.03 -0.07
P 0.16 -1.80 -1.45
Cl 0.74 -0.53 -3.05
C -1.68 -1.67 -1.51
C -2.33 -1.59 -0.12
C -3.86 -1.63 -0.28
C -4.62 -0.89 0.83
N -4.99 0.48 0.53
C -6.07 0.61 -0.32
C -6.76 1.96 -0.38
O -6.49 -0.27 -1.00
H 1.15 3.94 1.22
H 0.51 3.81 -0.44
H 2.23 3.70 -0.17
H 0.68 1.55 -0.47
H 0.63 1.62 1.28
H 2.02 0.08 1.93
H 3.58 -0.12 1.18
H 2.56 -0.82 -0.92
H 2.42 -1.93 0.42
H -1.99 -0.83 -2.12
H -2.03 -2.59 -1.97
H -1.98 -0.73 0.44
H -2.04 -2.48 0.43
H -4.12 -1.15 -1.22
H -4.19 -2.66 -0.39
H -5.52 -1.45 1.03
H -4.03 -0.95 1.74
H -4.20 1.06 0.26
H -6.11 2.69 -0.84
H -7.63 1.86 -1.01
H -7.04 2.32 0.60
C -3.08 3.63 -3.14
C -4.18 4.08 -2.20
C -3.78 5.29 -1.34
C -2.62 4.96 -0.51
N -1.72 4.69 0.13
H -2.19 3.30 -2.60
H -3.42 2.79 -3.75
H -2.79 4.44 -3.82
H -4.46 3.25 -1.55
H -5.07 4.34 -2.78
H -4.60 5.58 -0.69
H -3.53 6.14 -1.98
C 0.61 -2.05 3.33
C -0.35 -0.99 3.86
C -1.43 -1.57 4.77
C -2.25 -2.55 4.04
N -2.86 -3.31 3.45
H 0.10 -2.79 2.71
H 1.38 -1.59 2.71
H 1.09 -2.57 4.16
H -0.82 -0.47 3.01
H 0.21 -0.24 4.42
H -2.09 -0.78 5.14
H -0.98 -2.06 5.63
C 5.02 4.29 -2.45
C 5.70 5.58 -1.99
C 6.29 5.47 -0.58
C 5.23 5.16 0.38
N 4.38 4.92 1.10
H 4.18 4.04 -1.80
H 4.64 4.40 -3.46
H 5.73 3.46 -2.44
H 4.97 6.40 -2.02
H 6.50 5.84 -2.69
H 6.77 6.41 -0.30
H 7.04 4.68 -0.54
C -10.45 -0.70 0.22
C -11.58 -0.32 -0.73
C -11.21 0.85 -1.65
C -10.90 2.05 -0.86
N -10.66 2.98 -0.24
H -10.21 0.12 0.90
H -10.74 -1.55 0.83
H -9.55 -0.97 -0.33
H -12.47 -0.06 -0.15
H -11.84 -1.18 -1.35
H -12.03 1.09 -2.32
H -10.34 0.60 -2.25
C -1.64 0.48 -6.23
C -1.13 1.14 -7.51
C -0.81 2.63 -7.30
C -2.01 3.36 -6.88
N -2.95 3.92 -6.55
H -2.58 0.93 -5.89
H -1.83 -0.58 -6.40
H -0.91 0.57 -5.42
H -1.88 1.03 -8.29
H -0.23 0.63 -7.85
H -0.44 3.07 -8.23
H -0.04 2.75 -6.54
C 2.66 -5.26 7.97
C 3.02 -4.68 6.60
C 3.46 -3.22 6.67
C 2.38 -2.38 7.21
N 1.54 -1.74 7.63
H 1.81 -4.74 8.41
H 2.38 -6.31 7.87
H 3.51 -5.19 8.65
H 2.16 -4.77 5.94
H 3.83 -5.27 6.16
H 3.72 -2.85 5.68
H 4.34 -3.11 7.31
C 7.19 -7.66 5.63
C 7.56 -7.08 4.26
C 8.00 -5.61 4.34
C 6.92 -4.77 4.88
N 6.07 -4.13 5.30
H 6.35 -7.13 6.07
H 6.92 -8.71 5.53
H 8.04 -7.59 6.32
H 6.70 -7.17 3.60
H 8.37 -7.66 3.83
H 8.26 -5.24 3.34
H 8.87 -5.50 4.98
C 4.75 1.38 -5.31
C 5.81 0.29 -5.38
C 6.04 -0.41 -4.04
C 6.49 0.56 -3.02
N 6.84 1.31 -2.24
H 5.04 2.18 -4.63
H 4.60 1.82 -6.30
H 3.79 0.97 -4.98
H 6.75 0.73 -5.73
H 5.52 -0.46 -6.12
H 6.80 -1.18 -4.14
H 5.12 -0.88 -3.69

***

30
Properties=species:S:1:pos:R:3 method="wB97M-V/def2-TZVPD" spin_multiplicity=1 e_homo_ha=-0.3468 e_above_lowest_kcal_mol=35.51 homo_lumo_gap_ev=9.6 fmax_ev_per_a=3.01 smiles="C[C@@H](O)[C@H](N)C(=O)N[C@@H](CC(=O)O)C(=O)O"
C 3.37 1.53 -0.95
C 3.41 0.07 -0.43
O 4.70 -0.19 -0.01
C 2.38 -0.29 0.62
N 2.68 -1.62 1.01
C 0.98 -0.25 -0.11
O 0.78 -1.06 -1.03
N 0.02 0.50 0.53
C -1.29 0.42 0.05
C -2.22 -0.59 0.95
C -2.82 -1.52 -0.03
O -2.51 -2.67 -0.24
O -3.72 -0.81 -0.79
C -1.93 1.84 0.17
O -1.29 2.81 0.39
O -3.20 1.94 -0.02
H 2.35 1.87 -0.87
H 3.87 1.65 -1.87
H 4.00 2.17 -0.36
H 3.13 -0.66 -1.26
H 4.62 -1.05 0.37
H 2.53 0.48 1.39
H 2.18 -2.12 0.29
H 2.30 -1.81 1.92
H 0.30 1.31 1.05
H -1.30 -0.01 -0.95
H -2.96 0.10 1.38
H -1.51 -1.06 1.66
H -4.23 -1.45 -1.40
H -3.55 1.06 -0.25

***

18
Properties=species:S:1:pos:R:3 method="wB97M-V/def2-TZVPD" spin_multiplicity=1 e_homo_ha=-0.3235 e_above_lowest_kcal_mol=58.52 homo_lumo_gap_ev=9.6 fmax_ev_per_a=4.10 smiles=N[C@H](CO)CCS
N -0.09 0.74 -1.60
C 0.46 0.22 -0.43
C 1.50 -0.91 -0.55
O 2.20 -0.67 -1.76
C -0.65 -0.53 0.30
C -1.73 0.24 1.12
S -0.80 1.57 2.27
H -0.23 0.10 -2.35
H -0.07 1.75 -1.94
H 0.85 0.91 0.30
H 2.11 -1.01 0.43
H 1.11 -1.90 -0.61
H 2.67 0.15 -1.62
H -0.21 -1.32 1.00
H -1.04 -1.17 -0.53
H -2.56 0.75 0.52
H -2.30 -0.33 1.91
H -1.22 1.41 3.53

***

29
Properties=species:S:1:pos:R:3 method="wB97M-V/def2-TZVPD" spin_multiplicity=1 e_homo_ha=-0.6811 homo_lumo_gap_ev=4.0 fmax_ev_per_a=2.80 charge=+3
O 1.95 -0.59 2.94
C 2.34 -0.30 1.87
C 2.83 -1.30 0.75
C 3.02 -0.37 -0.55
C 2.36 0.99 -0.10
C 0.92 1.38 -0.61
C 0.00 0.15 -0.98
C -1.42 0.19 -0.38
C -2.16 1.41 -0.02
C -3.49 1.34 0.58
C -4.10 0.01 0.83
C -3.39 -1.22 0.44
C -2.06 -1.17 -0.16
O 2.41 1.01 1.33
H 1.96 -1.98 0.52
H 3.67 -2.00 0.99
H 4.14 -0.32 -0.67
H 2.44 -0.87 -1.39
H 3.06 1.82 -0.39
H 0.43 1.96 0.23
H 0.98 2.11 -1.47
H 0.44 -0.87 -0.63
H -0.12 0.05 -2.15
H -1.65 2.39 -0.20
H -3.98 2.30 0.86
H -5.11 -0.06 1.32
H -3.85 -2.21 0.61
H -1.51 -2.11 -0.45
La -0.12 -1.75 -3.10

***

34
Properties=species:S:1:pos:R:3 method="wB97M-V/def2-TZVPD" spin_multiplicity=1 e_homo_ha=-0.4192 e_above_lowest_kcal_mol=0.00 homo_lumo_gap_ev=7.7 fmax_ev_per_a=2.04 charge=+1
Zn -1.42 -1.57 -0.48
F -0.48 0.05 -0.06
C -3.31 0.31 -1.84
O -2.99 -0.70 -1.18
N -2.67 1.48 -1.66
N -4.33 0.30 -2.72
H -1.96 1.56 -0.96
H -2.98 2.26 -2.22
H -4.71 1.17 -3.05
H -4.76 -0.61 -2.83
C 2.44 1.22 -1.49
O 2.61 0.67 -0.41
N 3.41 1.27 -2.44
N 1.21 1.70 -1.87
H 3.37 1.87 -3.24
H 4.22 0.68 -2.36
H 1.06 2.14 -2.76
H 0.51 1.38 -1.22
C 0.25 1.22 3.39
O 0.57 1.87 4.35
N -0.94 1.25 2.72
N 1.15 0.45 2.68
H -1.82 1.43 3.17
H -0.93 0.92 1.78
H 2.10 0.34 2.99
H 0.99 0.33 1.69
C 0.80 -2.83 0.96
O -0.14 -2.85 0.11
N 1.85 -2.01 0.80
N 0.88 -3.76 1.92
H 1.78 -1.29 0.09
H 2.60 -2.08 1.47
H 1.57 -3.79 2.64
H 0.07 -4.36 2.04

***

49
Properties=species:S:1:pos:R:3 method="wB97M-V/def2-TZVPD" spin_multiplicity=1 e_homo_ha=-0.3790 homo_lumo_gap_ev=9.8 fmax_ev_per_a=2.88
O -0.58 -2.32 1.08
C -0.23 -1.27 1.53
O -1.14 -0.42 1.85
C -0.69 0.72 2.53
C 0.86 0.71 2.31
C 1.18 -0.68 1.89
H -1.03 0.73 3.57
H -1.17 1.58 2.08
H 1.49 1.07 3.13
H 1.00 1.35 1.45
H 1.50 -1.28 2.74
H 1.95 -0.69 1.11
O -2.44 1.94 -4.78
C -2.40 0.72 -4.90
O -3.44 -0.01 -5.50
C -3.11 -1.37 -5.56
C -2.05 -1.64 -4.50
C -1.36 -0.28 -4.43
H -2.91 -1.70 -6.58
H -3.94 -2.00 -5.25
H -1.45 -2.48 -4.83
H -2.50 -1.81 -3.52
H -0.59 -0.24 -5.20
H -0.88 0.03 -3.50
C 6.13 -2.61 -2.29
Cl 4.48 -2.56 -2.91
Cl 6.47 -0.92 -1.78
H 6.03 -3.30 -1.45
H 6.76 -3.00 -3.08
C 1.52 -7.70 0.55
Cl 1.15 -9.47 0.29
Cl 3.18 -7.37 1.13
H 1.30 -7.21 -0.40
H 0.80 -7.33 1.29
C -2.98 7.05 -0.77
Cl -4.07 8.28 -0.24
Cl -1.59 6.96 0.32
H -3.53 6.10 -0.69
H -2.77 7.31 -1.81
C 7.11 5.85 0.59
Br 8.88 6.57 1.20
Br 6.00 7.33 0.00
Br 6.22 4.72 1.97
H 7.12 5.23 -0.30
C -6.80 -1.02 8.41
Br -8.36 -2.05 7.94
Br -7.35 0.88 8.83
Br -5.34 -0.98 7.12
H -6.42 -1.43 9.34